Entry 1:
The following is a quantum chemistry calculation of a molecular structure, C39H38BaFN7O8 in a non-equilibrium geometry, from the OMol25 dataset.

Each line ends with the Mulliken charge.
Cartesian coordinates (Å):
Ba  -2.24  0.41  0.21  2.63
C  -6.74  1.48  1.24  -0.80
O  -6.24  1.52  2.57  -0.30
C  -5.73  0.33  3.03  0.05
C  -6.22  -0.16  4.22  -0.49
C  -5.72  -1.35  4.76  -0.71
C  -4.73  -2.02  4.08  -0.74
C  -4.18  -1.52  2.89  0.87
C  -3.14  -2.31  2.21  -1.23
N  -2.48  -1.87  1.22  0.31
N  -1.59  -2.77  0.59  -0.76
C  -1.34  -2.42  -0.66  0.33
O  -1.79  -1.42  -1.32  -1.18
C  -0.39  -3.35  -1.38  0.05
C  -0.11  -3.08  -2.72  -0.21
C  0.76  -3.90  -3.45  -0.74
C  1.36  -5.00  -2.84  -0.34
C  1.08  -5.27  -1.50  -0.77
C  0.22  -4.45  -0.78  0.22
C  -4.68  -0.31  2.33  0.82
O  -4.18  0.20  1.23  -1.13
H  -7.34  2.38  1.11  0.27
H  -7.38  0.60  1.10  0.32
H  -5.94  1.46  0.51  0.16
H  -7.01  0.40  4.72  0.41
H  -6.13  -1.75  5.69  0.42
H  -4.34  -2.96  4.46  0.36
H  -2.97  -3.34  2.55  0.25
H  -0.59  -2.22  -3.17  0.42
H  0.95  -3.68  -4.49  0.41
H  2.01  -5.65  -3.41  0.45
H  1.54  -6.12  -1.02  0.38
H  -0.01  -4.65  0.26  0.45
F  3.59  -3.15  -1.42  -0.37
C  3.43  -1.82  -1.57  0.48
C  2.31  -1.23  -1.06  -0.93
C  2.09  0.13  -1.27  0.15
C  0.88  0.73  -0.69  1.96
O  0.20  0.10  0.11  -1.03
C  0.59  2.09  -1.12  0.08
C  1.56  2.77  -1.76  -0.56
N  2.75  2.23  -2.20  0.25
C  3.70  3.06  -2.89  -0.29
C  3.94  2.81  -4.35  -0.41
C  3.20  4.03  -3.91  -0.98
C  3.02  0.89  -1.98  -0.22
C  4.19  0.28  -2.44  -0.71
C  4.39  -1.08  -2.25  -0.98
N  5.59  -1.67  -2.75  0.32
C  6.04  -2.98  -2.29  -0.75
C  7.52  -3.14  -2.72  -0.68
N  8.04  -1.75  -2.99  -0.17
C  7.42  -1.21  -4.26  -0.75
C  5.91  -1.49  -4.16  -0.68
C  -0.76  2.77  -0.86  -0.06
O  -0.74  3.90  -0.38  -0.73
O  -1.76  2.05  -1.23  -0.90
H  1.57  -1.81  -0.52  0.71
H  1.41  3.82  -1.99  0.76
H  4.55  3.37  -2.30  0.37
H  3.36  2.02  -4.81  0.23
H  4.95  2.92  -4.73  0.28
H  2.13  4.07  -4.10  0.36
H  3.70  4.99  -3.96  0.26
H  4.96  0.87  -2.93  0.85
H  5.47  -3.81  -2.71  0.44
H  5.96  -3.03  -1.21  0.51
H  7.63  -3.70  -3.64  0.33
H  8.13  -3.60  -1.95  0.38
H  9.06  -1.70  -3.01  0.31
H  7.68  -1.15  -2.24  0.37
H  7.89  -1.72  -5.10  0.38
H  7.66  -0.15  -4.31  0.42
H  5.65  -2.38  -4.74  0.28
H  5.35  -0.65  -4.57  0.55
O  -5.64  1.51  7.64  -0.53
C  -4.30  1.88  7.35  -0.61
N  -4.07  2.10  5.95  0.07
C  -4.20  3.35  5.40  0.12
O  -4.49  4.34  6.06  -0.68
C  -3.92  3.41  3.94  0.68
C  -4.64  4.29  3.13  -0.16
C  -4.43  4.25  1.77  -1.23
C  -3.50  3.36  1.26  0.33
N  -2.76  2.56  2.03  -0.05
C  -2.97  2.60  3.35  -0.80
H  -6.20  2.28  7.45  0.34
H  -3.68  1.06  7.69  0.35
H  -4.02  2.79  7.86  0.40
H  -4.11  1.31  5.32  0.02
H  -5.37  4.94  3.59  0.49
H  -5.00  4.88  1.09  0.42
H  -3.31  3.29  0.18  0.32
H  -2.38  1.91  3.95  0.50

Its total energy is -2619.49238 Ha. For the energy above the lowest of the compared OMol25 structures with the same formula, charge and spin, the calculation gives 26.26 kcal per mole. Its HOMO energy is -5.9 eV. The charge is 0.

Entry 2:
The following is a quantum chemistry calculation of 2 unconnected molecules or ions with the total composition C3H8NP in a non-equilibrium geometry, from the OMol25 dataset.

Each line ends with the Mulliken charge.
Cartesian coordinates (Å):
C  -0.43  0.35  0.23  0.57
C  -1.61  1.26  0.03  -1.12
C  2.33  -0.47  0.13  -0.75
N  0.68  0.86  0.41  -0.54
P  -0.90  -1.45  0.29  -0.05
H  -1.31  2.30  0.18  0.32
H  -1.96  1.14  -1.00  0.31
H  -2.43  1.01  0.70  0.33
H  2.13  -0.84  -0.86  0.30
H  2.18  -1.15  0.95  0.33
H  3.10  0.26  0.24  0.27
H  0.08  -1.91  -0.57  0.01
H  -1.86  -1.37  -0.72  0.02

Its total energy is -515.08321 Ha. For the energy above the lowest of the compared OMol25 structures with the same formula, charge and spin, the calculation gives 60.95 kcal per mole. Its HOMO energy (alpha / beta) is -8.4 / -8.4 eV. The charge is 0.

Entry 3:
The following is a quantum chemistry calculation of 3 unconnected molecules or ions with the total composition C37H65ClO13S3 in a non-equilibrium geometry, from the OMol25 dataset.

Each line ends with the Mulliken charge.
Cartesian coordinates (Å):
C  3.39  -0.27  -0.36  -1.26
C  3.66  -1.70  -0.85  0.46
C  5.01  -1.83  -1.64  -1.08
O  5.76  -0.61  -1.75  -0.22
C  6.71  -0.44  -0.80  0.53
O  7.27  -1.32  -0.20  -0.56
C  7.14  1.03  -0.53  -0.55
S  5.85  2.28  -0.70  -0.16
C  5.53  2.51  -2.49  -0.33
C  6.83  2.95  -3.17  -0.45
O  6.82  2.61  -4.59  -0.35
S  5.42  3.03  -5.23  1.27
O  5.56  3.66  -6.51  -0.66
O  4.59  1.87  -5.35  -0.59
C  4.53  4.18  -4.07  -0.62
Cl  2.95  4.43  -4.83  -0.08
C  4.48  3.65  -2.59  0.04
C  3.09  3.23  -2.11  -0.59
C  2.20  4.45  -1.68  -1.11
O  0.90  4.29  -2.20  -0.24
C  -0.08  4.13  -1.19  -0.49
C  -1.45  4.00  -1.85  -0.44
O  -2.39  4.96  -1.33  -0.48
C  -3.62  4.33  -1.21  0.03
C  -3.93  3.64  -0.05  -0.51
C  -5.11  2.97  0.11  -0.43
C  -6.06  2.97  -0.91  -0.27
C  -7.36  2.17  -0.70  3.38
C  -8.07  2.84  0.55  -1.73
C  -7.01  0.73  -0.27  -2.00
C  -8.37  2.27  -1.87  -2.92
C  -8.21  1.26  -3.05  2.55
C  -6.77  1.10  -3.59  -1.89
C  -8.88  -0.13  -2.75  -1.68
C  -9.04  1.86  -4.24  -1.90
C  -5.75  3.70  -2.03  -0.06
C  -4.55  4.38  -2.20  -1.05
O  3.53  -2.70  0.19  -0.52
C  4.43  -2.57  1.22  0.53
O  5.44  -3.26  1.22  -0.48
C  4.18  -1.65  2.41  -0.65
S  5.54  -0.45  2.64  -0.24
H  3.37  0.35  -1.26  0.26
H  4.12  0.08  0.37  0.02
H  2.38  -0.29  0.08  0.53
H  2.84  -1.91  -1.55  0.63
H  5.59  -2.68  -1.28  0.57
H  4.70  -2.07  -2.66  0.28
H  7.58  1.02  0.46  0.49
H  7.97  1.19  -1.22  0.33
H  5.17  1.56  -2.89  0.53
H  7.72  2.48  -2.75  0.31
H  6.98  4.03  -3.11  0.31
H  5.07  5.13  -4.14  0.62
H  4.86  4.45  -1.94  0.29
H  3.22  2.64  -1.20  0.13
H  2.53  2.65  -2.85  0.58
H  2.70  5.36  -2.05  0.35
H  2.20  4.50  -0.59  0.47
H  -0.10  4.95  -0.45  0.33
H  0.19  3.22  -0.63  0.25
H  -1.82  2.99  -1.66  0.32
H  -1.33  4.07  -2.94  0.38
H  -3.17  3.65  0.73  0.42
H  -5.27  2.45  1.05  0.32
H  -7.47  3.64  0.99  0.40
H  -9.05  3.26  0.27  0.40
H  -8.30  2.05  1.27  0.38
H  -6.33  0.20  -0.95  0.21
H  -7.91  0.14  -0.11  0.43
H  -6.49  0.78  0.70  0.63
H  -9.38  2.14  -1.46  0.62
H  -8.35  3.29  -2.27  0.51
H  -6.58  1.91  -4.30  0.43
H  -5.99  1.07  -2.82  0.31
H  -6.69  0.17  -4.17  0.53
H  -8.07  -0.88  -2.80  0.32
H  -9.29  -0.18  -1.74  0.28
H  -9.60  -0.39  -3.52  0.49
H  -8.97  2.95  -4.23  0.37
H  -8.66  1.46  -5.19  0.44
H  -10.10  1.61  -4.09  0.50
H  -6.47  3.76  -2.84  0.36
H  -4.38  4.92  -3.13  0.47
H  3.29  -1.05  2.20  0.37
H  4.04  -2.21  3.34  0.44
H  4.91  0.65  3.12  0.15
C  -0.15  -7.49  1.99  -0.61
O  -0.43  -6.98  0.69  -0.38
C  -0.98  -5.68  0.72  -0.67
C  0.06  -4.61  0.46  -0.43
O  1.04  -4.56  1.48  -0.20
C  2.23  -5.26  1.15  -0.61
H  0.54  -8.33  1.88  0.26
H  0.30  -6.74  2.64  0.19
H  -1.08  -7.86  2.44  0.33
H  -1.50  -5.49  1.66  0.31
H  -1.73  -5.63  -0.08  0.39
H  -0.44  -3.63  0.44  0.37
H  0.54  -4.76  -0.52  0.34
H  2.85  -4.64  0.50  0.08
H  2.03  -6.22  0.66  0.39
H  2.77  -5.46  2.08  0.31
C  3.99  -4.81  7.59  -0.61
O  2.93  -4.45  8.47  -0.38
C  2.68  -3.05  8.49  -0.53
C  1.51  -2.68  7.60  -0.49
O  1.77  -2.94  6.23  -0.30
C  1.23  -4.17  5.78  -0.64
H  3.91  -5.88  7.40  0.25
H  3.94  -4.27  6.65  0.19
H  4.96  -4.61  8.07  0.32
H  3.58  -2.49  8.20  0.31
H  2.43  -2.79  9.52  0.39
H  1.33  -1.60  7.69  0.34
H  0.60  -3.19  7.92  0.37
H  0.16  -4.05  5.58  0.31
H  1.37  -4.97  6.51  0.40
H  1.73  -4.45  4.86  0.06

Its total energy is -4081.49629 Ha. Its HOMO energy is -9.0 eV. The charge is 0.

Entry 4:
The following is a quantum chemistry calculation of 16 unconnected molecules or ions with the total composition C13H58N14O19 in a non-equilibrium geometry, from the OMol25 dataset.

Each line ends with the Mulliken charge.
Cartesian coordinates (Å):
C  -5.48  1.14  -2.98  0.68
O  -6.30  2.02  -2.79  -0.66
N  -4.47  0.87  -2.10  -0.10
N  -5.55  0.29  -4.06  -0.38
H  -4.27  1.60  -1.44  0.03
H  -3.85  0.10  -2.25  0.06
H  -4.85  -0.41  -4.19  0.17
H  -6.33  0.43  -4.67  0.21
C  5.06  1.89  0.49  0.59
O  5.61  2.40  -0.49  -0.70
N  3.90  2.37  1.01  -0.21
N  5.63  0.83  1.15  -0.36
H  3.42  1.73  1.63  0.08
H  3.33  2.94  0.39  0.22
H  5.18  0.49  1.98  0.19
H  6.44  0.43  0.72  0.19
C  -2.65  -0.05  5.05  0.60
O  -2.07  -0.09  6.13  -0.71
N  -2.09  0.49  3.93  0.00
N  -3.88  -0.62  4.86  -0.30
H  -1.22  0.99  3.91  0.14
H  -2.74  0.60  3.16  0.00
H  -4.37  -0.47  4.00  0.18
H  -4.40  -0.95  5.65  0.21
C  1.85  4.21  -1.29  0.50
O  1.84  3.35  -0.43  -0.46
N  0.75  4.93  -1.68  -0.41
N  2.99  4.74  -1.86  -0.42
H  0.67  5.39  -2.57  0.21
H  -0.14  4.71  -1.25  0.17
H  3.90  4.44  -1.57  0.22
H  2.86  5.59  -2.38  0.15
C  -0.50  -5.60  0.82  0.56
O  -1.48  -5.55  1.55  -0.65
N  0.22  -4.51  0.44  0.11
N  -0.06  -6.79  0.28  -0.36
H  0.91  -4.55  -0.31  0.12
H  0.01  -3.59  0.78  -0.12
H  -0.58  -7.61  0.53  0.24
H  0.67  -6.78  -0.40  0.14
C  -4.84  -2.19  0.95  0.56
O  -5.36  -3.10  0.29  -0.70
N  -4.05  -2.44  2.04  -0.30
N  -5.05  -0.87  0.65  -0.33
H  -3.67  -3.37  2.11  0.25
H  -3.44  -1.68  2.30  0.04
H  -5.55  -0.64  -0.19  0.23
H  -4.32  -0.23  0.94  0.26
C  -0.95  5.65  1.54  0.59
O  0.01  4.89  1.60  -0.69
N  -2.00  5.57  2.41  -0.41
N  -1.00  6.72  0.70  -0.40
H  -2.03  4.82  3.08  0.22
H  -2.76  6.22  2.41  0.16
H  -0.30  6.80  -0.02  0.24
H  -1.52  7.55  0.91  0.17
C  -0.32  -3.24  -2.90  0.45
C  0.66  -4.40  -3.03  -0.78
O  1.70  -4.24  -2.07  -0.45
O  -1.17  -3.14  -4.01  -0.54
H  0.26  -2.37  -2.60  -0.21
H  -0.98  -3.46  -2.05  0.09
H  1.09  -4.36  -4.05  0.45
H  0.13  -5.35  -2.93  0.37
H  2.22  -5.04  -1.97  0.28
H  -1.12  -3.91  -4.58  0.32
C  3.89  -1.22  -1.26  1.19
C  4.94  -1.86  -2.13  -0.99
O  6.15  -2.14  -1.40  -0.54
O  3.35  -2.13  -0.30  -0.48
H  3.08  -1.05  -1.98  -0.28
H  4.18  -0.28  -0.81  -0.31
H  5.16  -1.28  -3.03  0.41
H  4.61  -2.82  -2.54  0.36
H  6.71  -1.37  -1.44  0.32
H  3.59  -3.04  -0.50  0.24
C  -0.52  -0.81  0.19  0.13
C  0.53  0.28  0.18  2.22
O  -0.15  1.56  0.08  0.55
O  -1.02  -1.02  1.49  -0.29
H  -0.11  -1.69  -0.33  -1.16
H  -1.39  -0.54  -0.41  0.22
H  1.14  0.15  -0.72  -0.49
H  1.14  0.27  1.10  -0.57
H  0.44  2.25  0.42  -0.33
H  -0.25  -1.11  2.07  0.38
O  -0.55  1.72  -2.69  -0.73
H  -0.55  1.64  -1.72  0.27
H  -1.18  1.07  -3.00  0.26
O  0.33  2.60  3.25  -0.65
H  1.09  2.05  3.03  0.38
H  0.28  3.25  2.53  0.28
O  1.85  -2.20  2.09  -0.59
H  1.98  -2.35  1.13  0.34
H  2.33  -2.91  2.52  0.29
O  -2.97  1.34  0.99  -0.73
H  -2.01  1.39  0.87  0.15
H  -3.30  2.16  0.60  0.19
O  2.60  0.26  2.98  -0.68
H  2.31  0.26  3.89  0.32
H  2.36  -0.63  2.62  0.33
O  2.16  0.53  -3.23  -0.67
H  1.37  1.07  -3.07  0.36
H  2.86  0.98  -2.74  0.31

Its total energy is -2726.54113 Ha. Its HOMO energy is -9.0 eV. The charge is 0.